No. 1
{"formula": "C34H41BrN3Pd", "method": "ωB97M-V/def2-TZVPD", "elements": ["Pd", "C", "C", "C", "C", "C", "C", "C", "C", "C", "C", "H", "H", "H", "H", "H", "H", "H", "H", "H", "H", "H", "H", "H", "H", "H", "Br", "C", "C", "C", "C", "C", "C", "N", "C", "C", "C", "C", "C", "C", "N", "H", "H", "H", "H", "H", "H", "H", "H", "H", "C", "C", "C", "C", "C", "C", "C", "C", "C", "C", "C", "C", "N", "H", "H", "H", "H", "H", "H", "H", "H", "H", "H", "H", "H", "H", "H", "H", "H", "H"], "coordinates": [[0.28, 0.26, 0.14], [-0.49, 0.69, 2.25], [-1.52, -0.17, 1.74], [-2.24, 0.54, 0.74], [-1.71, 1.87, 0.68], [-0.58, 1.94, 1.55], [0.18, 3.18, 1.89], [-2.43, 3.04, 0.09], [-3.46, 0.06, 0.03], [-2.00, -1.44, 2.37], [0.17, 0.53, 3.58], [-0.18, 3.57, 2.85], [0.05, 3.95, 1.14], [1.25, 2.97, 2.00], [-3.27, 3.29, 0.75], [-2.84, 2.82, -0.89], [-1.80, 3.92, 0.03], [-3.21, -0.43, -0.91], [-4.13, 0.89, -0.18], [-3.99, -0.67, 0.65], [-2.88, -1.22, 2.98], [-1.24, -1.87, 3.02], [-2.29, -2.18, 1.62], [-0.54, 0.84, 4.35], [1.05, 1.15, 3.67], [0.44, -0.51, 3.78], [-0.97, 5.01, -5.50], [-0.80, 3.41, -4.49], [-0.82, 2.18, -5.13], [-0.72, 1.01, -4.40], [-0.55, 1.06, -3.01], [-0.54, 2.31, -2.38], [-0.67, 3.48, -3.10], [-0.36, -0.02, -2.16], [-0.09, -1.20, -2.60], [0.17, -2.29, -1.70], [0.52, -3.55, -2.21], [0.74, -4.59, -1.33], [0.62, -4.35, 0.03], [0.33, -3.06, 0.46], [0.10, -2.05, -0.38], [-0.93, 2.14, -6.20], [-0.78, 0.07, -4.93], [-0.41, 2.34, -1.31], [-0.66, 4.44, -2.60], [0.01, -1.42, -3.66], [0.61, -3.69, -3.27], [1.00, -5.57, -1.70], [0.77, -5.14, 0.75], [0.26, -2.83, 1.51], [2.91, -0.61, 2.56], [4.00, -1.22, 1.69], [3.45, -2.45, 0.96], [4.55, -0.27, 0.66], [5.91, -0.23, 0.49], [6.50, 0.51, -0.52], [5.69, 1.21, -1.41], [4.32, 1.22, -1.29], [3.51, 1.92, -2.35], [2.79, 0.88, -3.20], [2.54, 2.93, -1.74], [3.66, 0.48, -0.22], [2.38, 0.50, -0.07], [2.68, -1.26, 3.39], [2.01, -0.46, 1.95], [3.24, 0.36, 2.95], [4.83, -1.52, 2.34], [2.68, -2.13, 0.26], [3.03, -3.16, 1.66], [4.23, -2.94, 0.38], [6.54, -0.80, 1.15], [7.58, 0.52, -0.63], [6.15, 1.76, -2.21], [4.21, 2.46, -2.99], [2.15, 0.27, -2.57], [3.50, 0.24, -3.70], [2.18, 1.37, -3.96], [1.82, 2.41, -1.11], [2.02, 3.47, -2.52], [3.08, 3.65, -1.12]], "lowdin_charge": [0.835, -0.289, -0.246, -0.228, -0.226, -0.276, -0.026, -0.025, -0.010, -0.031, -0.037, 0.096, 0.073, 0.081, 0.106, 0.083, 0.076, 0.084, 0.083, 0.081, 0.104, 0.071, 0.082, 0.104, 0.076, 0.067, 0.767, -0.668, -0.110, -0.010, -0.277, -0.060, -0.119, 0.067, -0.071, -0.249, 0.007, -0.029, -0.030, -0.145, 0.072, 0.108, 0.110, 0.072, 0.111, 0.129, 0.120, 0.119, 0.117, 0.109, -0.081, -0.366, -0.048, -0.122, -0.027, -0.032, -0.023, -0.122, -0.360, -0.038, -0.052, -0.249, 0.186, 0.088, 0.025, 0.094, 0.138, 0.052, 0.082, 0.091, 0.121, 0.114, 0.121, 0.137, 0.047, 0.090, 0.081, 0.035, 0.076, 0.092], "spin_multiplicity": 5, "s2": 6.0773, "total_charge": 1, "homo_lumo_gap_ev": [6.2, 7.3], "lumo_ev": [-3.631, -3.791], "de_lowest_ev": 0.252}

***

No. 2
{"formula": "C34H41CdNO2S4", "method": "ωB97M-V/def2-TZVPD", "elements": ["Cd", "C", "C", "C", "C", "C", "C", "C", "C", "C", "H", "H", "H", "H", "H", "H", "H", "H", "H", "H", "H", "H", "C", "C", "S", "C", "C", "S", "C", "C", "S", "H", "H", "H", "H", "H", "H", "H", "H", "H", "H", "H", "H", "S", "C", "C", "C", "C", "C", "C", "C", "C", "C", "N", "H", "H", "H", "H", "H", "H", "C", "C", "C", "C", "C", "C", "C", "C", "C", "C", "O", "O", "H", "H", "H", "H", "H", "H", "H", "H", "H", "H", "H"], "coordinates": [[0.82, 0.29, -0.24], [-0.82, 0.50, 3.49], [0.33, -0.28, 2.91], [0.22, -1.64, 2.67], [1.31, -2.39, 2.22], [1.20, -3.88, 2.01], [2.51, -1.74, 1.98], [2.65, -0.37, 2.20], [3.99, 0.30, 1.99], [1.56, 0.34, 2.67], [-0.72, 0.55, 4.57], [-1.77, 0.03, 3.25], [-0.83, 1.52, 3.10], [-0.73, -2.14, 2.84], [1.76, -4.41, 2.78], [1.61, -4.16, 1.04], [0.16, -4.21, 2.06], [3.37, -2.31, 1.63], [4.71, -0.06, 2.73], [3.90, 1.38, 2.09], [4.38, 0.08, 1.00], [1.67, 1.40, 2.90], [-3.72, -0.90, -3.33], [-2.79, 0.29, -3.53], [-1.80, 0.80, -2.09], [-3.04, 1.39, -0.90], [-3.75, 0.31, -0.07], [-2.59, -0.95, 0.57], [-3.49, -2.50, 0.23], [-4.06, -2.71, -1.17], [-2.92, -2.35, -2.55], [-4.09, -1.22, -4.31], [-4.59, -0.62, -2.73], [-3.36, 1.15, -3.88], [-2.03, 0.05, -4.27], [-3.77, 2.00, -1.43], [-2.46, 2.03, -0.23], [-4.51, -0.20, -0.65], [-4.23, 0.78, 0.79], [-4.30, -2.58, 0.96], [-2.75, -3.26, 0.46], [-4.96, -2.13, -1.32], [-4.33, -3.76, -1.27], [1.49, -2.98, -3.38], [0.62, -3.72, -2.10], [0.37, -2.85, -1.09], [0.89, -1.54, -1.31], [1.52, -1.46, -2.52], [2.08, -0.26, -3.14], [3.01, -0.32, -4.19], [3.46, 0.86, -4.75], [2.98, 2.07, -4.27], [2.08, 2.04, -3.22], [1.63, 0.91, -2.67], [0.33, -4.75, -2.19], [-0.17, -3.14, -0.20], [3.36, -1.28, -4.53], [4.19, 0.84, -5.55], [3.30, 3.01, -4.69], [1.69, 2.96, -2.80], [1.41, 8.65, -0.12], [1.32, 7.15, -0.09], [2.16, 6.39, 0.72], [2.08, 5.01, 0.77], [3.04, 4.25, 1.65], [1.11, 4.36, 0.00], [0.26, 5.10, -0.83], [-0.74, 4.46, -1.76], [0.38, 6.48, -0.86], [1.03, 2.85, 0.07], [2.08, 2.18, -0.11], [-0.08, 2.29, 0.35], [2.29, 9.00, 0.42], [0.53, 9.10, 0.34], [1.47, 9.01, -1.14], [2.91, 6.90, 1.32], [3.64, 4.95, 2.24], [3.70, 3.63, 1.05], [2.50, 3.59, 2.34], [-0.32, 4.38, -2.76], [-1.64, 5.08, -1.84], [-1.02, 3.47, -1.44], [-0.27, 7.06, -1.50]], "lowdin_charge": [1.452, -0.053, -0.299, -0.047, -0.284, -0.056, -0.032, -0.302, -0.043, -0.062, 0.085, 0.045, 0.075, 0.109, 0.084, 0.071, 0.074, 0.127, 0.084, 0.058, 0.085, 0.112, -0.521, -0.525, 0.787, -0.518, -0.494, 0.822, -0.524, -0.526, 0.862, 0.068, 0.058, 0.076, 0.070, 0.084, 0.046, 0.047, 0.074, 0.073, 0.060, 0.060, 0.067, 1.003, -0.439, -0.278, -0.303, -0.549, -0.314, -0.039, -0.066, -0.060, -0.127, 0.052, 0.063, 0.071, 0.092, 0.107, 0.102, 0.100, -0.052, -0.268, -0.011, -0.193, -0.038, -0.056, -0.196, -0.035, -0.015, -0.643, -0.095, -0.123, 0.072, 0.082, 0.079, 0.113, 0.077, 0.078, 0.074, 0.084, 0.084, 0.019, 0.120], "homo_lumo_gap_ev": 8.3, "lumo_ev": 0.482, "de_lowest_ev": 0.000}